(1)
This record from the OMol25 dataset describes a molecular structure, C39H37F9OOsP2. The level of theory is ωB97M-V/def2-TZVPD.

Calculated values
* ΔE to the lowest compared entry with this formula, charge and spin: 0.000 eV
* gap between HOMO and LUMO (spin up / spin down): 6.711 / 5.975 eV
* lowest unoccupied orbital energy (spin up / spin down): -6.431 / -8.304 eV
* multiplicity: 5
* total energy: -88572.50791 eV
* charge: +2
* highest occupied orbital energy (spin up / spin down): -13.142 / -14.279 eV

CARTESIAN COORDINATES (ANGSTROEM)
H (-1.42239, 1.09028, -1.53357)
C (1.58290, 5.57303, -0.82701)
H (-0.40466, 1.24262, 2.59602)
H (5.04148, -0.13614, -3.33913)
C (-4.71053, -0.80723, 4.63729)
F (3.35291, 3.16416, 4.23824)
H (-0.93846, 5.64639, -3.13153)
H (-3.23451, 1.75240, 2.12992)
C (-0.32445, 0.15502, 2.68137)
C (-3.14564, -0.27661, 2.84778)
H (-2.95123, -5.39731, 1.89394)
F (2.26982, 0.54887, 4.20236)
H (3.60316, 1.66873, -4.29450)
C (-0.83538, 0.60246, -0.73197)
C (4.35101, 2.04680, 1.53911)
F (4.42741, 0.69933, 3.88434)
C (-4.58602, 1.45326, 3.80070)
C (-2.16916, -2.44867, -2.06889)
H (-0.32254, -0.14408, 3.73391)
H (0.47352, -4.67134, -2.55847)
P (0.65370, 1.71537, -0.28311)
C (-1.06545, -3.38728, -1.83848)
H (-3.69152, -1.64067, -3.28491)
H (-3.37917, -2.24527, 3.72956)
C (2.67610, 0.01045, -0.91196)
C (2.60695, 3.03675, 3.11439)
H (-2.46600, 0.04973, -4.02077)
Os (-0.51201, -1.48695, -1.58881)
H (-5.87111, 0.84442, 5.43935)
C (1.90838, 1.07715, -1.39336)
H (1.31430, -3.42853, -4.18790)
C (-0.43019, 3.92750, -1.90936)
C (3.81349, -0.38780, -1.59121)
P (-1.67702, -0.61736, 1.83553)
H (-5.16167, -1.54252, 5.31304)
C (0.21652, -4.19941, 1.54729)
H (-1.00991, -4.77534, -3.50294)
H (0.65938, -2.13330, 0.99907)
H (-4.91494, 2.49016, 3.83911)
C (4.15447, 0.20879, -2.80175)
C (3.34398, 1.21713, -3.33241)
C (-0.54301, -0.64655, -3.40360)
C (0.30232, -3.06253, -3.94975)
C (-1.64215, -0.30271, 0.02928)
H (-0.15330, 0.36922, -3.49642)
H (-3.46241, -2.95557, 1.68185)
H (2.40945, -0.44712, 0.04168)
C (2.21273, 1.64835, -2.64057)
H (-0.56812, -6.15385, 1.98517)
F (2.76556, 4.18504, 2.39837)
C (-2.67478, -2.02043, -3.43815)
F (5.24740, 2.67890, 2.34506)
F (4.20493, 2.81259, 0.42179)
C (-1.36681, -2.38716, 1.75615)
C (0.44969, 3.41999, -0.91606)
C (0.72294, 6.07023, -1.80929)
H (-1.14632, -3.98845, -0.91905)
C (-0.07941, -2.83697, 1.40310)
F (3.20652, -0.57211, 2.58127)
C (-2.13811, -4.67493, 1.82931)
H (2.37696, 6.19378, -0.40181)
C (-5.12989, 0.52249, 4.69753)
C (0.45652, -1.69410, -3.29605)
F (1.30638, 2.99642, 3.49037)
C (1.42271, 4.27208, -0.37582)
C (-0.80888, -5.10628, 1.81433)
H (1.25086, -4.54298, 1.47163)
C (3.22759, 0.61504, 3.24260)
F (4.89617, 0.86874, 1.13765)
H (4.43818, -1.17341, -1.15531)
C (-3.62570, 1.05177, 2.86262)
C (-3.71180, -1.20869, 3.74353)
H (0.60673, -0.18531, 2.23739)
C (-1.86254, -0.87139, -4.10639)
H (1.49728, -1.35643, -3.19055)
H (-2.94049, -2.52182, -1.28901)
H (-2.65892, -0.45761, -0.38202)
H (-1.21980, 3.30776, -2.33795)
C (2.96017, 1.80006, 2.24385)
H (0.82990, 7.10070, -2.14202)
H (-1.75009, -1.05353, -5.18902)
H (1.57703, 2.43613, -3.04922)
O (1.90981, 1.49007, 1.38509)
H (2.06791, 3.87574, 0.40357)
H (-2.77611, -2.87659, -4.11768)
C (-2.43161, -3.30519, 1.75976)
C (-0.27809, 5.24823, -2.35389)
H (-0.25807, -2.99079, -4.88817)
C (-0.34485, -4.06580, -2.98544)

=====

(2)
This record from the OMol25 dataset describes a molecular structure, C39H37FeI2N7O6P2Se2. The level of theory is ωB97M-V/def2-TZVPD.

Calculated values
* ΔE to the lowest compared entry with this formula, charge and spin: 0.000 eV
* gap between HOMO and LUMO (spin up / spin down): 6.888 / 5.254 eV
* lowest unoccupied orbital energy (spin up / spin down): -2.712 / -4.344 eV
* multiplicity: 6
* total energy: -263611.82186 eV
* charge: +1
* highest occupied orbital energy (spin up / spin down): -9.600 / -9.598 eV

CARTESIAN COORDINATES (ANGSTROEM)
P (2.92288, -0.55125, 2.26335)
H (-0.22353, 4.31586, -0.70774)
N (-0.78053, -1.23588, 1.44368)
C (0.57456, 2.35483, -0.99208)
C (-5.22255, -0.91696, -0.67528)
C (1.30844, -0.71564, 1.42466)
C (-2.56639, 3.80561, 3.75616)
H (-7.99444, 0.46436, -0.27076)
H (-2.46983, 4.34400, 4.68709)
H (6.16758, -2.89309, -2.75641)
H (4.97933, 4.52321, 0.79966)
H (-7.05614, -1.55739, -2.86260)
C (3.59071, 1.02125, 1.65505)
H (-2.71787, -5.13454, 2.79765)
N (-4.29926, 5.42548, 3.10323)
C (0.82476, -0.64250, 0.11844)
C (4.03424, -2.90966, -2.93351)
I (-3.21686, -2.77171, -3.74440)
N (-6.45249, -0.73326, -1.01867)
H (1.88031, 2.06798, 2.42538)
C (-3.04415, 1.79330, 0.00962)
C (-3.15620, -0.88985, -4.71628)
C (-2.65477, -3.72917, 0.14841)
O (-4.03012, 6.05028, 4.10232)
H (-3.72310, -2.69319, 1.63208)
C (-7.08987, 0.57747, -0.86835)
C (6.02706, -3.06550, 1.52393)
C (1.55012, 1.58667, -1.63049)
H (3.17354, 4.03909, -3.29409)
N (-3.42753, -4.71818, 2.20819)
N (0.27233, -1.08738, 2.20153)
C (1.47460, 4.32728, -2.02040)
C (3.33850, 3.41595, 1.62298)
H (1.44756, 5.39703, -2.17245)
C (5.25317, -2.00837, 1.96841)
H (-4.25576, -4.58533, 2.77292)
C (4.11198, -0.49010, -1.57369)
C (4.14170, -3.94931, 0.32789)
H (-2.07407, -3.03911, 2.07585)
O (-2.94840, -4.93309, -0.27586)
C (2.85190, -2.24603, -2.65123)
C (5.34374, 2.41358, 0.76454)
H (4.00596, -3.85026, -3.46414)
H (-1.36607, 1.14373, 2.04593)
C (-7.14186, -1.76246, -1.79436)
C (2.84165, 2.16403, 1.93279)
C (5.28814, -1.16237, -1.85492)
H (-7.34427, 0.96531, -1.85523)
Se (-0.25514, -0.82931, -2.82634)
H (5.44903, 0.28216, 0.86700)
H (-6.71383, -2.73715, -1.57188)
H (-3.31950, -5.39924, 0.52636)
I (-3.49512, 0.60320, -3.24463)
H (3.21891, 1.60158, -2.99327)
C (3.36838, -2.88023, 0.75521)
C (5.24864, -2.37006, -2.53598)
H (-3.93325, -0.85217, -5.47159)
C (4.84677, 1.15582, 1.07399)
Fe (-2.11678, -0.88464, -1.10771)
O (-2.17297, -2.91530, -0.62459)
C (2.44734, 3.56678, -2.64801)
H (5.66999, -1.29025, 2.66377)
C (-1.95141, 2.02565, 2.26227)
N (-4.13534, -1.13645, -0.32661)
C (-3.47463, 4.23783, 2.80689)
H (7.05693, -3.14667, 1.84133)
C (-2.86934, 2.48849, 1.32107)
H (6.32462, 2.50841, 0.32007)
C (4.58968, 3.54346, 1.03552)
H (-2.17144, -0.76602, -5.15679)
H (3.70099, -4.71532, -0.29420)
H (-6.39776, 1.25855, -0.38351)
C (2.88943, -1.03165, -1.96956)
O (-5.19147, 5.68716, 2.32836)
C (3.92130, -1.89462, 1.56776)
Se (2.79797, -0.58615, 4.34421)
C (-1.80289, 2.68269, 3.47480)
P (1.37119, -0.19548, -1.51648)
H (1.90474, -2.67109, -2.95531)
H (-0.16373, 1.88166, -0.35771)
H (-4.36475, 3.97680, 0.87561)
H (6.23328, -0.74559, -1.53819)
C (5.47241, -4.03706, 0.70181)
H (-8.19152, -1.75898, -1.50462)
C (0.53582, 3.72151, -1.19645)
H (2.75331, 4.29615, 1.84747)
N (-0.46921, -0.99119, 0.18972)
O (-2.17079, 0.86047, -0.21479)
H (-1.09119, 2.31862, 4.20121)
C (-2.95902, -3.47508, 1.60724)
H (2.32887, -2.82613, 0.46354)
C (2.48325, 2.19271, -2.46532)
C (-3.64894, 3.60613, 1.59356)
H (4.14453, 0.45055, -1.04097)
H (6.07453, -4.87086, 0.37001)
O (-3.92065, 2.13563, -0.77308)